Record 1
# H10O5

A structure of composition H10O5 at a distorted geometry (ωB97M-V/def2-TZVPD, OMol25).

Element x y z (Å)
O  -1.887  0.032  0.186
H  -2.077  -0.658  -0.449
H  -2.359  -0.231  0.976
O  0.158  -0.152  -0.023
H  -0.776  -0.089  0.177
H  0.564  0.536  0.505
O  1.865  -0.409  -1.215
H  0.950  -0.454  -0.938
H  1.904  0.353  -1.791
O  2.453  -1.330  0.757
H  2.011  -1.088  -0.057
H  3.212  -1.841  0.474
O  -1.971  1.978  0.798
H  -1.749  1.060  0.644
H  -2.297  2.291  -0.045

Molar mass ... 90.07 g mol⁻¹
Gap between HOMO and LUMO ... 8.9 eV
E_LUMO ... -0.4 eV
Charge ... 0

Record 2
# H10O5

A cluster of 5 separate species, H10O5 in total at a distorted geometry (ωB97M-V/def2-TZVPD, OMol25).

Element x y z (Å)
O  3.576  -7.423  -16.503
H  3.752  -6.454  -16.489
H  4.464  -7.758  -16.325
O  0.489  -6.132  -15.306
H  0.846  -6.994  -15.493
H  1.155  -5.528  -15.592
O  1.946  -3.925  -16.301
H  1.560  -3.321  -15.682
H  1.326  -3.908  -17.037
O  5.888  -4.311  -13.542
H  5.335  -4.476  -14.286
H  5.606  -4.928  -12.765
O  4.522  -4.450  -15.987
H  3.601  -4.216  -16.119
H  4.841  -4.208  -16.858

Molar mass ... 90.07 g mol⁻¹
SMILES ... O.O.O.O.O
Gap between HOMO and LUMO ... 10.9 eV
E_LUMO ... 0.1 eV
Charge ... 0

Record 3
# H10O5

A cluster of 5 separate species, H10O5 in total at a distorted geometry (ωB97M-V/def2-TZVPD, OMol25).

Element x y z (Å)
O  1.735  0.475  2.211
H  1.144  -0.158  2.618
H  2.470  -0.051  1.896
O  2.155  -1.775  -1.336
H  2.408  -1.253  -2.097
H  2.983  -1.998  -0.911
O  -3.182  -0.257  0.275
H  -2.836  0.537  0.682
H  -2.892  -0.966  0.849
O  -0.146  -0.312  -0.324
H  0.321  0.116  0.393
H  0.514  -0.863  -0.745
O  -1.637  2.281  -1.536
H  -2.093  2.536  -0.734
H  -0.945  1.689  -1.241

Molar mass ... 90.07 g mol⁻¹
2S+1 ... 2
Gap between HOMO and LUMO (spin up / spin down) ... 11.8 / 4.4 eV
E_LUMO (spin up / spin down) ... -3.9 / -11.3 eV
⟨S²⟩ ... 0.758
Charge ... +1

Record 4
# H11O5

A cluster of 5 separate species, H11O5 in total at a distorted geometry (ωB97M-V/def2-TZVPD, OMol25).

Element x y z (Å)
O  0.153  1.149  -0.157
H  0.930  0.620  -0.330
H  -0.387  0.677  0.537
H  -0.281  1.033  -1.042
O  -1.796  0.353  1.327
H  -1.489  -0.217  2.024
H  -2.731  0.525  1.484
O  2.263  -0.401  -0.578
H  2.861  -0.401  -1.335
H  2.936  -0.396  0.124
O  0.838  -1.032  1.718
H  0.433  -1.933  1.586
H  0.488  -0.696  2.555
O  -1.142  0.350  -2.354
H  -1.110  0.520  -3.288
H  -1.968  -0.151  -2.266

Molar mass ... 91.08 g mol⁻¹
Gap between HOMO and LUMO ... 12.8 eV
E_LUMO ... -3.2 eV
Charge ... +1

Record 5
# H11O5S

A cluster of 6 separate species, H11O5S in total at a distorted geometry (ωB97M-V/def2-TZVPD, OMol25).

Element x y z (Å)
S  0.503  -1.098  1.191
H  0.711  -2.416  0.968
H  -0.097  0.299  3.014
H  0.150  0.495  4.450
O  -0.141  1.009  3.683
H  -0.979  -1.036  -3.187
H  -1.512  0.269  -2.632
O  -1.477  -0.256  -3.455
H  -0.770  0.352  -0.523
H  -2.149  0.285  -0.234
O  -1.580  0.800  -0.819
H  0.411  -1.879  -0.888
H  1.368  -1.851  -2.120
O  0.443  -1.803  -1.861
H  2.341  2.276  0.445
H  1.217  1.852  1.152
O  1.562  2.703  0.818

Molar mass ... 123.15 g mol⁻¹
Gap between HOMO and LUMO ... 8.0 eV
E_LUMO ... 3.6 eV
Charge ... -1

Record 6
# H11O6

A cluster of 6 separate species, H11O6 in total at a distorted geometry (ωB97M-V/def2-TZVPD, OMol25).

Element x y z (Å)
O  0.768  0.815  0.388
H  1.178  1.462  0.905
O  0.021  1.233  -1.963
H  -0.388  2.092  -1.981
H  0.068  1.027  -0.941
O  -1.604  1.115  1.310
H  -2.023  0.221  1.335
H  -0.688  0.855  1.213
O  3.154  -0.928  -0.317
H  3.337  -0.054  -0.013
H  2.207  -0.839  -0.413
O  -0.398  -1.655  3.145
H  -0.186  -0.835  2.808
H  0.196  -2.160  2.530
O  -2.165  -1.009  -2.654
H  -1.443  -1.077  -3.264
H  -2.035  -0.265  -2.088

Molar mass ... 107.08 g mol⁻¹
Gap between HOMO and LUMO ... 8.9 eV
E_LUMO ... 3.9 eV
Charge ... -1

Record 7
# H12LiO6

A structure of composition H12LiO6 at a distorted geometry (ωB97M-V/def2-TZVPD, OMol25).

Element x y z (Å)
Li  -49.219  -15.437  2.822
O  -48.647  -13.346  2.363
H  -47.950  -13.126  2.056
H  -48.877  -12.686  2.953
O  -50.481  -17.237  3.444
H  -50.717  -17.767  2.661
H  -49.690  -17.602  3.777
O  -49.166  -16.345  0.972
H  -48.400  -16.645  0.557
H  -49.962  -17.109  0.890
O  -47.210  -16.292  3.183
H  -46.897  -17.106  3.578
H  -46.493  -15.708  3.335
O  -52.056  -15.197  1.955
H  -52.914  -15.721  2.090
H  -51.776  -15.222  1.014
O  -49.729  -14.834  4.682
H  -50.459  -14.254  5.030
H  -49.339  -14.953  5.454

Molar mass ... 115.03 g mol⁻¹
Gap between HOMO and LUMO ... 11.3 eV
E_LUMO ... -3.4 eV
Charge ... +1

Record 8
# H12MnO6

A structure of composition H12MnO6 at a distorted geometry (ωB97M-V/def2-TZVPD, OMol25).

Element x y z (Å)
Mn  -0.076  -0.098  0.002
O  1.689  1.115  -0.506
H  1.903  1.680  -1.248
H  2.463  0.564  -0.393
O  0.956  -1.647  -0.793
H  1.229  -1.773  -1.702
H  1.497  -2.258  -0.293
O  -0.994  1.765  0.609
H  -1.763  2.304  0.428
H  -0.467  2.292  1.210
O  -1.731  -1.052  0.813
H  -2.385  -1.314  0.165
H  -2.076  -1.373  1.646
O  0.705  -0.372  1.909
H  0.958  0.353  2.481
H  0.948  -1.159  2.397
O  -0.769  0.227  -1.911
H  -0.907  1.104  -2.268
H  -1.180  -0.359  -2.547

Molar mass ... 163.03 g mol⁻¹
2S+1 ... 6
Gap between HOMO and LUMO (spin up / spin down) ... 10.7 / 13.3 eV
E_LUMO (spin up / spin down) ... -7.0 / -7.0 eV
⟨S²⟩ ... 8.752
Charge ... +2

These records have relative energy (zero: lowest compared OMol25 entry of this formula, charge and spin) values of 7.2589; 1.0274; 1.2248; 0.7593; 0.9407; 1.3239; 2.6783; 0.6395 eV, in the order they appear.